No. 1
Molecular formula: C3H4FNO
Method: DFT, wB97M-V/def2-TZVPD

XYZ file:
```
10
C3H4FNO | the OMol25 dataset | wB97M-V/def2-TZVPD
F -2.080 1.383 0.144
O -1.694 -1.633 -0.034
N -0.969 0.606 -0.208
C 0.719 -0.660 -0.114
C -0.863 -0.752 -0.069
C 0.668 0.812 0.027
H 1.246 -0.944 0.750
H 1.323 1.452 -0.578
H 1.036 -1.266 -0.980
H 0.614 1.002 1.064
```

Charge = 0
E_HOMO = -0.3673 Eh
SMILES string = O=C1CCN1F
Kohn-Sham gap = 10.72 eV
F_max = 2.82 eV Å⁻¹

---

No. 2
Molecular formula: C3H4FNO
Method: DFT, wB97M-V/def2-TZVPD

XYZ file:
```
10
C3H4FNO | the OMol25 dataset | wB97M-V/def2-TZVPD
F -2.296 -0.904 -0.391
O -1.197 0.970 0.029
N -1.428 -0.323 0.488
C 0.086 1.272 -0.156
C 0.989 0.315 -0.097
C 0.481 -1.042 0.173
H 2.089 0.585 -0.340
H 0.492 -1.875 -0.546
H 0.207 2.230 -0.442
H 0.574 -1.228 1.281
```

Charge = 0
E_HOMO = -0.3298 Eh
Kohn-Sham gap = 9.54 eV
F_max = 3.87 eV Å⁻¹

---

No. 3
Molecular formula: C3H4FNO3
Method: DFT, wB97M-V/def2-TZVPD

XYZ file:
```
12
C3H4FNO3 | the OMol25 dataset | wB97M-V/def2-TZVPD
F -0.819 -0.124 1.638
O -2.519 0.390 -0.150
O 1.612 -0.351 -0.169
O -1.139 0.678 -1.778
N -1.410 0.423 -0.623
C -0.304 0.068 0.280
C 0.436 -1.103 -0.187
C 1.002 0.820 0.390
H 1.149 1.803 -0.131
H 0.364 -1.981 0.526
H 1.517 0.893 1.404
H 0.112 -1.516 -1.201
```

Charge = 0
E_HOMO = -0.3959 Eh
SMILES string = O=[N+]([O-])C1(F)COC1
Kohn-Sham gap = 10.51 eV
F_max = 4.73 eV Å⁻¹

---

No. 4
Molecular formula: C3H4FNOS
Method: DFT, wB97M-V/def2-TZVPD

XYZ file:
```
11
C3H4FNOS | the OMol25 dataset | wB97M-V/def2-TZVPD
S -2.316 0.106 -0.003
F 2.632 -0.878 -0.108
O 0.121 1.641 -0.108
N -1.144 -1.095 0.002
C 0.725 0.580 0.111
C 2.159 0.467 0.086
C 0.066 -0.820 0.030
H 2.624 0.914 -0.807
H 2.508 0.867 1.189
H -3.193 -0.861 -0.004
H 0.774 -1.536 0.121
```

Charge = 0
E_HOMO = -0.3474 Eh
SMILES string = O=C(/C=N\S)CF
Kohn-Sham gap = 8.91 eV
F_max = 4.56 eV Å⁻¹

---

No. 5
Molecular formula: C3H4FNS
Method: DFT, wB97M-V/def2-TZVPD

XYZ file:
```
10
C3H4FNS | the OMol25 dataset | wB97M-V/def2-TZVPD
S -2.317 -1.282 -0.112
F -3.341 1.287 0.049
N -0.594 -1.384 0.302
C -0.933 0.977 0.119
C 0.085 -0.083 0.143
C -2.225 0.545 -0.004
H 0.923 -0.095 0.929
H 0.692 0.240 -0.841
H -0.160 -2.004 -0.241
H -0.714 2.099 0.080
```

Charge = 0
E_HOMO = -0.2889 Eh
SMILES string = FC1=CCNS1
Kohn-Sham gap = 8.52 eV
F_max = 4.73 eV Å⁻¹

---

No. 6
Molecular formula: C3H4FNS
Method: DFT, wB97M-V/def2-TZVPD

XYZ file:
```
10
C3H4FNS | the OMol25 dataset | wB97M-V/def2-TZVPD
S 1.236 -0.482 -0.244
F -1.660 -0.312 -0.768
N 1.017 1.171 -0.038
C -0.142 -1.107 0.672
C -1.123 0.162 0.451
C -0.257 1.388 0.163
H -1.912 0.302 1.200
H -0.037 -1.334 1.889
H -0.510 2.603 0.358
H -0.366 -1.898 -0.087
```

Charge = 0
E_HOMO = -0.3184 Eh
Kohn-Sham gap = 8.94 eV
F_max = 4.04 eV Å⁻¹

---

No. 7
Molecular formula: C3H4FNS2
Method: DFT, wB97M-V/def2-TZVPD

XYZ file:
```
11
C3H4FNS2 | the OMol25 dataset | wB97M-V/def2-TZVPD
S -2.249 -0.365 -0.156
S 1.827 -1.300 0.163
F 0.924 1.817 -0.921
N -0.538 -0.140 0.100
C -0.208 0.934 0.885
C 0.588 1.891 0.396
C 0.355 -1.058 -0.414
H -2.570 -1.400 0.670
H -0.089 -1.611 -1.248
H -0.626 1.008 1.892
H 1.079 2.682 0.961
```

Charge = 0
E_HOMO = -0.3214 Eh
SMILES string = F/C=C\N(S)C=S
Kohn-Sham gap = 8.81 eV
F_max = 2.68 eV Å⁻¹

---

No. 8
Molecular formula: C3H4FO2S
Method: DFT, wB97M-V/def2-TZVPD

XYZ file:
```
11
C3H4FO2S | the OMol25 dataset | wB97M-V/def2-TZVPD
S -0.501 -0.938 -1.401
F -1.580 -2.207 -0.557
O 0.845 0.638 -1.634
O 0.089 2.484 -0.724
C -0.514 0.237 0.185
C 0.554 -0.377 1.007
C 0.150 1.238 -0.792
H 1.441 -0.642 0.316
H -1.545 0.468 0.422
H 0.857 0.354 1.664
H 0.204 -1.255 1.513
```

Charge = -1
E_HOMO = -0.1547 Eh
Kohn-Sham gap = 8.23 eV
F_max = 5.15 eV Å⁻¹

---

No. 9
Molecular formula: C3H4FO3Pd
Method: DFT, wB97M-V/def2-TZVPD

XYZ file:
```
12
C3H4FO3Pd | the OMol25 dataset | wB97M-V/def2-TZVPD
Pd 0.763 -1.723 -2.861
F 1.459 -1.405 0.395
O -0.113 0.945 1.710
O -2.311 0.941 2.128
O -1.563 0.029 0.264
C 1.331 -0.105 -1.522
C 0.759 -0.609 -0.416
C -1.238 0.556 1.348
H 0.758 0.613 -2.112
H -1.973 1.514 2.826
H 2.408 -0.201 -1.689
H -0.280 -0.555 -0.071
```

Charge = 0
E_HOMO (alpha / beta) = -0.2266 / -0.3477 Eh
⟨S²⟩ = 3.766
Spin multiplicity = 4
Kohn-Sham gap (alpha / beta) = 6.55 / 4.92 eV
F_max = 7.54 eV Å⁻¹

---

No. 10
Molecular formula: C3H4FP
Method: DFT, wB97M-V/def2-TZVPD

XYZ file:
```
9
C3H4FP | the OMol25 dataset | wB97M-V/def2-TZVPD
P -0.320 1.935 -0.779
F -2.951 -0.874 0.412
C -0.247 0.110 -0.117
C -0.743 1.186 0.688
C 0.226 -1.109 -0.347
H -1.190 1.252 1.687
H -2.980 0.087 0.189
H 0.681 -1.302 -1.331
H -0.011 -1.986 0.192
```

Charge = 0
E_HOMO = -0.3106 Eh
SMILES string = C=C1C=P1.F
Kohn-Sham gap = 7.83 eV
F_max = 2.91 eV Å⁻¹

---

No. 11
Molecular formula: C3H4FeO3
Method: DFT, wB97M-V/def2-TZVPD

XYZ file:
```
11
C3H4FeO3 | the OMol25 dataset | wB97M-V/def2-TZVPD
Fe -2.156 -0.553 -0.242
O -1.015 -0.600 1.374
O 0.357 0.644 -1.159
O -1.411 1.412 -2.204
C 0.873 -0.254 -0.165
C -0.918 0.456 -1.613
C 0.272 -0.103 1.232
H 0.736 -1.294 -0.510
H 1.950 -0.044 -0.124
H 0.336 0.972 1.506
H 0.976 -0.635 1.905
```

Charge = 0
E_HOMO (alpha / beta) = -0.3143 / -0.3326 Eh
⟨S²⟩ = 6.014
Spin multiplicity = 5
Kohn-Sham gap (alpha / beta) = 7.14 / 7.35 eV
F_max = 2.59 eV Å⁻¹

---

No. 12
Molecular formula: C3H4HgO3
Method: DFT, wB97M-V/def2-TZVPD

XYZ file:
```
11
C3H4HgO3 | the OMol25 dataset | wB97M-V/def2-TZVPD
Hg 1.109 0.549 0.648
O 2.559 2.243 0.552
O -2.447 0.545 -2.383
O -1.122 0.420 0.442
C 2.678 3.208 -0.181
C -1.755 1.444 -1.626
C -0.746 0.653 -0.736
H 3.312 4.067 0.113
H 2.420 3.142 -1.257
H -1.196 2.199 -2.251
H -2.367 2.016 -0.869
```

Charge = -1
E_HOMO (alpha / beta) = -0.1007 / -0.0956 Eh
⟨S²⟩ = 0.765
Spin multiplicity = 2
Kohn-Sham gap (alpha / beta) = 5.52 / 5.37 eV
F_max = 4.58 eV Å⁻¹